[1]
{
  "formula": "C6H4FeN2O6",
  "method": "the ωB97M-V functional and the def2-TZVPD basis",
  "symbols": ["O", "O", "H", "O", "C", "N", "C", "H", "C", "C", "H", "O", "H", "O", "C", "O", "C", "N", "Fe"],
  "coordinates": [[1.49371, -1.92892, -0.90476], [-0.00072, 0.00083, 1.16611], [0.00866, -2.01070, 2.66316], [-1.49059, 1.92495, -0.90519], [-0.00050, -0.00784, 2.39687], [-0.07920, 1.14272, 3.15000], [1.13008, 0.88346, -1.49801], [-0.04794, -1.10820, 4.15209], [0.87441, -1.12788, -1.49081], [-1.12805, -0.88269, -1.49978], [0.04688, 1.10887, 4.15771], [-1.92561, -1.50937, -0.92208], [-0.00887, 2.01706, 2.65918], [0.00028, 0.00013, -6.18340], [-0.00011, -0.00010, -5.04782], [1.92490, 1.50896, -0.92240], [-0.87856, 1.13263, -1.49043], [0.08131, -1.14318, 3.15360], [-0.00009, -0.00072, -2.63404]],
  "s2": 6.08,
  "multiplicity": 5,
  "total_charge": 2,
  "homo_energy_ev": [-14.20, -18.00]
}

---

[2]
{
  "formula": "C6H4N2",
  "method": "the ωB97M-V functional and the def2-TZVPD basis",
  "symbols": ["N", "C", "C", "C", "C", "C", "C", "H", "N", "H", "H", "H"],
  "coordinates": [[3.24216, 1.41194, -0.86643], [2.46027, 0.72297, -0.36216], [-0.35712, -0.52109, -0.25512], [1.96652, -0.63998, 0.14661], [-1.51759, 1.35533, 1.07886], [-1.02640, -1.36260, -1.04794], [-0.71670, 0.61476, 0.36647], [-1.82860, 2.34605, 0.77534], [2.52043, -1.47480, 0.77309], [-1.79406, -1.04528, -1.73921], [-1.91905, 1.02463, 2.03026], [-1.02986, -2.43193, -0.89977]],
  "total_charge": 0,
  "homo_energy_ev": [-9.02, -9.02],
  "smiles": "C=C=C=C.N#CC#N"
}

---

[3]
{
  "formula": "C6H4N2O",
  "method": "the ωB97M-V functional and the def2-TZVPD basis",
  "symbols": ["H", "C", "N", "C", "H", "H", "C", "C", "O", "C", "H", "C", "N"],
  "coordinates": [[-0.00964, -2.19653, -0.59835], [-2.40282, 0.65811, -0.04235], [-3.30583, 1.31234, -0.62148], [0.52119, -1.27873, -0.25162], [2.28964, -1.68548, -1.40634], [0.25736, -0.21936, 1.66344], [-0.11368, -0.41368, 0.74652], [-1.35403, 0.11197, 0.49344], [2.55206, 0.00766, -0.40363], [2.06166, 0.94499, 0.32098], [-3.91581, 2.01407, -0.10634], [1.82026, -1.08635, -0.68061], [1.59962, 1.83098, 0.88635]],
  "total_charge": 0,
  "homo_energy_ev": -8.88,
  "smiles": "N#CO/C=C\\C=C=C=N"
}

---

[4]
{
  "formula": "C6H4N3O2",
  "method": "the ωB97M-V functional and the def2-TZVPD basis",
  "symbols": ["H", "C", "N", "C", "C", "O", "C", "N", "H", "N", "O", "H", "C", "C", "H"],
  "coordinates": [[0.33969, 1.40169, -0.93335], [-1.08951, 2.08554, 0.57737], [-0.28185, -2.75747, 0.93126], [-0.86031, -0.40263, 0.98610], [1.70017, -1.70521, -0.59196], [2.85026, -2.10567, -0.84642], [0.60886, -2.67690, -0.21405], [-0.84398, -1.60793, 1.34821], [-0.79685, 2.45880, -1.40514], [-0.52284, -3.15144, -0.52570], [1.18625, -0.55659, -0.67601], [-1.57684, 2.79412, 1.17503], [-1.13517, 0.85635, 1.16906], [-0.19930, 2.24886, -0.59936], [0.62143, 3.11847, -0.39504]],
  "total_charge": -1,
  "homo_energy_ev": [-4.82, -4.82],
  "smiles": "CC=C=C=NN1N=C1C(=O)[O-]"
}

---

[5]
{
  "formula": "C6H4N4",
  "method": "the ωB97M-V functional and the def2-TZVPD basis",
  "symbols": ["C", "C", "C", "N", "H", "C", "C", "N", "H", "N", "N", "C", "H", "H"],
  "coordinates": [[-0.64072, 0.92671, -0.78764], [-2.72685, 1.41318, 0.48728], [-1.74114, -0.74847, 0.51977], [0.97089, -1.36886, 0.86410], [-1.51675, -2.31390, 1.51772], [2.52846, 0.00510, -0.55600], [-1.65917, 0.52164, 0.12332], [-1.75672, -1.92791, 0.57877], [2.24767, 1.01291, -0.63282], [-3.61929, 2.10382, 0.74174], [0.12105, 1.30216, -1.55480], [1.57087, -0.60979, 0.27624], [2.69363, -0.29213, -1.52791], [3.52808, -0.02446, -0.04978]],
  "total_charge": 0,
  "homo_energy_ev": -10.02,
  "smiles": "N#CC(=C=N)C#N.CC#N"
}

---

[6]
{
  "formula": "C6H4N4OS",
  "method": "the ωB97M-V functional and the def2-TZVPD basis",
  "symbols": ["S", "C", "H", "N", "N", "C", "N", "C", "C", "H", "H", "C", "C", "H", "N", "O"],
  "coordinates": [[4.09010, -2.12286, 1.38303], [-0.36414, 0.07282, -0.21760], [-0.57943, 0.74322, 1.88094], [0.44922, -2.19271, 0.31750], [-0.81790, 0.05784, -1.47289], [2.60685, -1.83508, 0.86373], [1.87372, -0.57803, 0.63223], [0.66053, -0.97552, 0.19336], [-1.76036, 1.02447, -1.68109], [-3.06612, 2.64501, -1.00941], [2.27743, 0.24897, 0.68730], [-0.85655, 0.96974, 0.80131], [-2.25025, 1.86800, -0.75901], [-2.06677, 0.94873, -2.80718], [-1.83715, 1.89390, 0.47440], [1.64081, -2.76850, 0.71340]],
  "total_charge": 0,
  "homo_energy_ev": -9.15,
  "smiles": "S=c1[nH]c(-c2cnccn2)no1"
}

---

[7]
{
  "formula": "C6H4N4S",
  "method": "the ωB97M-V functional and the def2-TZVPD basis",
  "symbols": ["C", "C", "C", "C", "N", "N", "C", "S", "N", "H", "H", "H", "H", "N", "C"],
  "coordinates": [[0.44942, -1.66201, 0.97014], [-1.22951, 1.55120, 0.91307], [-1.03825, 0.20145, 1.15155], [-1.03165, -1.14565, -0.94975], [-2.24547, -0.91289, -1.20123], [0.76809, -2.52355, 1.64146], [-3.01038, -0.19474, -0.47668], [-4.41458, 0.30623, -0.07115], [0.77042, 0.29099, -0.52539], [-1.44709, -0.18657, 2.00536], [0.38456, 1.31704, -0.47010], [-0.36263, -1.83152, -1.66199], [1.87787, 0.32882, -0.32632], [-1.46030, 2.65405, 0.71272], [-0.16970, -0.57772, 0.20621]],
  "total_charge": 0,
  "homo_energy_ev": [-8.03, -8.03]
}

---

[8]
{
  "formula": "C6H4NO2S2",
  "method": "the ωB97M-V functional and the def2-TZVPD basis",
  "symbols": ["S", "C", "H", "C", "O", "C", "C", "S", "H", "H", "C", "N", "C", "O", "H"],
  "coordinates": [[-1.16423, -1.70803, -0.69550], [2.69096, 1.19304, -0.38174], [-1.97353, 0.24404, -1.77184], [0.08709, -1.50559, 0.64198], [-3.34136, 1.23863, -0.02172], [-2.35496, 0.63701, 0.41066], [0.98638, -0.42731, 0.18308], [2.69497, -0.27260, 0.58204], [-0.46438, -1.19982, 1.53392], [0.58819, -2.46098, 0.78975], [-1.59888, -0.03251, -0.79279], [1.56891, 1.50290, -0.92153], [0.63128, 0.59525, -0.60985], [-1.94769, 0.43718, 1.54792], [3.59724, 1.75879, -0.49438]],
  "total_charge": -1,
  "homo_energy_ev": -4.25
}

---

[9]
{
  "formula": "C6H4O",
  "method": "the ωB97M-V functional and the def2-TZVPD basis",
  "symbols": ["C", "H", "C", "H", "C", "O", "C", "C", "C", "H", "H"],
  "coordinates": [[-1.97375, 0.21465, 0.61151], [1.49618, 0.91499, -1.81058], [-3.21338, 0.22440, 0.94799], [0.39914, -0.93417, 1.93422], [-0.62395, 0.36940, 0.47597], [-0.20643, 1.00643, -0.64477], [0.43958, -0.37626, 1.00909], [1.46672, -0.31122, 0.07715], [0.98475, 0.47706, -0.96424], [2.45653, -0.74303, 0.14588], [-1.22538, -0.84224, -1.78223]],
  "total_charge": 0,
  "homo_energy_ev": [-9.03, -9.90]
}

---

[10]
{
  "formula": "C6H4O",
  "method": "the ωB97M-V functional and the def2-TZVPD basis",
  "symbols": ["O", "C", "H", "C", "C", "H", "C", "H", "H", "C", "C"],
  "coordinates": [[-1.21587, 0.08168, 2.55359], [0.03197, 1.81123, 1.58507], [0.16832, -2.83000, -1.51353], [-0.33794, -0.30827, 0.41319], [-0.12563, -0.96301, -0.57779], [0.98434, 3.87422, 1.54021], [0.53548, 2.90476, 1.56051], [-0.64787, -1.61537, -2.51384], [1.09471, -1.48771, -2.21838], [0.13790, -1.76621, -1.76730], [-0.57125, 0.48227, 1.60755]],
  "total_charge": 0,
  "homo_energy_ev": -10.23,
  "smiles": "C#CC(=O)C#CC"
}

---

[11]
{
  "formula": "C6H4O",
  "method": "the ωB97M-V functional and the def2-TZVPD basis",
  "symbols": ["C", "C", "C", "C", "H", "O", "C", "C", "H", "H", "H"],
  "coordinates": [[0.00247, -0.94657, 0.69108], [2.33900, -0.01036, 0.28855], [1.19378, -0.70306, 0.57011], [-0.91957, -0.09016, -0.06888], [-2.39935, 0.27342, -1.55830], [-2.01468, 0.56369, 0.51070], [-2.24457, -0.26672, -0.62502], [3.26419, 0.70888, -0.00049], [4.09172, 1.33785, -0.23547], [-2.85476, -1.14092, -0.44884], [-0.29118, 0.55777, -0.67267]],
  "total_charge": 0,
  "homo_energy_ev": -9.53,
  "smiles": "C#CC#C[C@H]1CO1"
}

---

[12]
{
  "formula": "C6H4O",
  "method": "the ωB97M-V functional and the def2-TZVPD basis",
  "symbols": ["C", "C", "C", "C", "H", "O", "C", "H", "H", "H", "C"],
  "coordinates": [[0.84655, -0.94012, 0.09556], [-1.43328, 1.18737, 1.29938], [-1.79811, 1.66418, 0.11459], [0.30893, -0.62880, 1.26461], [2.82080, -1.01831, -0.83548], [0.85203, -1.89580, -0.83053], [1.77819, -0.75961, -0.98493], [1.54465, -0.08995, -1.81190], [-2.44827, 2.49888, -0.11597], [-1.35856, 1.12556, -0.73882], [-0.57284, 0.25712, 1.54555]],
  "total_charge": 0,
  "homo_energy_ev": -8.49,
  "smiles": "C=C=C=C=C1CO1"
}

---

Largest force on an atom (computed, eV/Å): 4.96 3.92 6.08 4.89 3.62 7.45 4.43 3.51 1.76 0.58 0.95 0.41
Electronic energy (computed, a.u.): -2054.839078 -340.290408 -415.600748 -545.607156 -449.960803 -923.407171 -848.068556 -1232.622291 -305.962639 -306.127786 -306.034051 -306.010523